# 1
DFT (ωB97M-V/def2-TZVPD) results for a cluster of 2 separate species, C6H13N2O2 in total at a distorted geometry.

The energy above the lowest of the compared OMol25 structures with the same formula, charge and spin is 94.4 kcal/mol. As for the HOMO energy: -12.60 eV. Its total charge is +1. The electronic energy comes out at -496.05531 a.u. Its max |F| is 4.04 eV Å⁻¹.

Last column: natural (NBO) charge in e.
Atoms and positions in Å:
C: -1.735 0.900 2.189  0.09
C: 1.627 -0.134 0.566  0.39
C: -1.215 -2.074 0.380  -0.66
C: -1.677 1.316 -1.413  -0.42
C: 3.224 0.484 -1.098  -0.28
C: -1.406 -0.539 0.259  0.57
N: -1.854 0.178 1.222  -0.37
N: -1.394 -0.055 -0.987  -0.52
O: 2.691 -0.788 1.074  -0.71
O: 2.003 0.701 -0.332  -0.50
H: -0.747 1.264 2.412  0.20
H: -2.623 1.511 2.581  0.22
H: -0.224 -2.232 -0.065  0.25
H: -1.164 -2.372 1.384  0.25
H: -2.055 -2.634 -0.080  0.26
H: -1.036 2.097 -0.978  0.22
H: -1.512 1.351 -2.442  0.23
H: -2.684 1.558 -1.196  0.22
H: 2.932 0.716 -2.045  0.20
H: 3.573 -0.538 -0.866  0.22
H: 3.988 1.203 -0.820  0.21
H: -1.185 -0.743 -1.701  0.42
H: 2.474 -1.169 1.956  0.52



# 2
DFT (ωB97M-V/def2-TZVPD) results for a cluster of 11 separate species, C55H60BN11O3 in total at a distorted geometry.

As for the HOMO energy: -9.09 eV. Its total charge is 0. The electronic energy comes out at -2984.72657 a.u. Its max |F| is 4.99 eV Å⁻¹. As for the SMILES: O=C1NCC[C@H]1CB(O)O.c1ccncc1.c1ccncc1.c1ccncc1.c1ccncc1.c1ccncc1.c1ccncc1.c1ccncc1.c1ccncc1.c1ccncc1.c1ccncc1.

Last column: Mulliken charge in e.
Atoms and positions in Å:
O: -5.098 1.691 0.187  -0.59
C: -4.379 0.969 -0.370  0.10
N: -4.565 0.517 -1.638  -0.32
C: -3.273 0.123 -2.180  -0.36
C: -2.467 -0.288 -0.980  0.08
C: -3.162 0.357 0.183  0.75
C: -2.411 1.222 1.164  -1.24
B: -1.308 2.192 0.608  0.62
O: -1.593 3.502 0.447  -0.55
O: -0.028 1.829 0.401  -0.28
H: -4.930 1.289 -2.158  0.30
H: -3.307 -0.666 -2.847  -0.17
H: -2.822 0.972 -2.603  0.46
H: -1.467 -0.060 -1.172  0.11
H: -2.613 -1.321 -0.892  -0.19
H: -3.512 -0.447 0.765  0.32
H: -3.113 1.807 1.674  0.38
H: -1.937 0.578 1.842  0.29
H: -2.286 3.665 -0.192  0.31
H: 0.166 1.455 -0.459  0.10
C: 2.036 4.161 1.095  -0.26
C: 2.628 5.175 0.364  -0.36
C: 4.012 5.260 0.350  -0.39
N: 4.808 4.419 1.004  -0.67
C: 4.225 3.457 1.711  -0.57
C: 2.851 3.281 1.787  -0.22
H: 0.962 4.057 1.127  0.51
H: 2.033 5.885 -0.193  0.45
H: 4.516 6.033 -0.221  0.58
H: 4.898 2.790 2.241  0.45
H: 2.431 2.475 2.371  0.43
C: -4.567 -4.689 -5.466  -0.15
C: -5.084 -3.428 -5.232  -0.54
C: -4.262 -2.471 -4.663  -0.14
N: -2.997 -2.689 -4.323  -0.39
C: -2.513 -3.905 -4.545  -0.07
C: -3.251 -4.937 -5.114  -0.70
H: -5.181 -5.456 -5.915  0.43
H: -6.105 -3.189 -5.490  0.38
H: -4.635 -1.470 -4.473  0.32
H: -1.477 -4.057 -4.261  0.42
H: -2.799 -5.905 -5.280  0.36
C: 0.472 -4.567 1.937  -0.16
C: -0.589 -4.766 1.070  -0.87
C: -1.045 -3.687 0.329  -0.22
N: -0.525 -2.470 0.399  0.06
C: 0.488 -2.296 1.239  -0.39
C: 1.026 -3.303 2.024  -0.70
H: 0.865 -5.378 2.535  0.47
H: -1.057 -5.734 0.968  0.47
H: -1.875 -3.804 -0.362  0.39
H: 0.888 -1.288 1.273  0.47
H: 1.857 -3.104 2.686  0.47
C: 6.491 10.885 -0.590  -0.20
C: 5.457 10.865 -1.508  -0.44
C: 4.588 9.784 -1.498  -0.24
N: 4.692 8.764 -0.658  -0.27
C: 5.690 8.795 0.216  0.22
C: 6.612 9.827 0.294  -0.71
H: 7.190 11.710 -0.563  0.37
H: 5.323 11.668 -2.219  0.35
H: 3.763 9.733 -2.200  0.36
H: 5.752 7.946 0.888  0.24
H: 7.403 9.799 1.029  0.35
C: 4.975 7.861 4.190  -0.70
C: 4.338 8.593 5.178  -0.26
C: 2.985 8.376 5.385  -0.38
N: 2.266 7.509 4.687  -0.54
C: 2.889 6.817 3.741  -0.17
C: 4.241 6.950 3.450  -0.06
H: 6.032 8.000 4.000  0.42
H: 4.875 9.315 5.777  0.37
H: 2.448 8.926 6.151  0.35
H: 2.274 6.122 3.187  0.52
H: 4.705 6.367 2.674  0.43
C: -8.190 -5.826 -1.409  -0.13
C: -8.817 -5.144 -2.436  -0.54
C: -8.279 -5.234 -3.710  -0.25
N: -7.183 -5.922 -4.000  -0.36
C: -6.587 -6.564 -3.003  -0.38
C: -7.051 -6.558 -1.695  -0.19
H: -8.585 -5.791 -0.403  0.38
H: -9.711 -4.563 -2.259  0.37
H: -8.751 -4.725 -4.544  0.36
H: -5.695 -7.122 -3.268  0.37
H: -6.533 -7.115 -0.925  0.39
C: -4.138 -8.064 4.117  -0.20
C: -3.437 -8.946 3.314  -0.41
C: -3.830 -9.087 1.991  -0.25
N: -4.845 -8.427 1.448  -0.44
C: -5.507 -7.586 2.231  0.10
C: -5.198 -7.367 3.565  -0.59
H: -3.863 -7.923 5.153  0.39
H: -2.603 -9.513 3.701  0.37
H: -3.304 -9.767 1.330  0.38
H: -6.333 -7.060 1.764  0.30
H: -5.775 -6.667 4.152  0.36
C: 5.117 -4.320 6.209  -0.16
C: 5.286 -5.161 5.123  -0.46
C: 4.157 -5.594 4.443  -0.14
N: 2.920 -5.250 4.777  -0.39
C: 2.773 -4.444 5.821  -0.20
C: 3.833 -3.951 6.567  -0.43
H: 5.971 -3.959 6.765  0.37
H: 6.269 -5.476 4.806  0.36
H: 4.248 -6.251 3.585  0.35
H: 1.752 -4.180 6.071  0.36
H: 3.651 -3.296 7.407  0.36
C: 4.071 -2.070 -1.989  -0.24
C: 4.359 -0.785 -1.562  -0.67
C: 3.346 0.162 -1.586  -0.41
N: 2.113 -0.095 -2.002  -0.06
C: 1.853 -1.328 -2.415  -0.43
C: 2.788 -2.351 -2.425  -0.66
H: 4.832 -2.838 -1.984  0.39
H: 5.347 -0.517 -1.215  0.42
H: 3.529 1.177 -1.255  0.53
H: 0.835 -1.499 -2.749  0.63
H: 2.514 -3.339 -2.767  0.42
C: 1.557 4.718 -4.555  -0.44
C: 0.328 4.763 -5.192  -0.35
C: -0.526 3.679 -5.052  -0.30
N: -0.233 2.597 -4.343  -0.42
C: 0.951 2.563 -3.737  -0.08
C: 1.876 3.596 -3.812  -0.49
H: 2.253 5.543 -4.637  0.40
H: 0.034 5.618 -5.785  0.38
H: -1.498 3.677 -5.533  0.38
H: 1.170 1.669 -3.160  0.59
H: 2.822 3.516 -3.298  0.41